# C46H117N7O15

A 9-piece molecular cluster, C46H117N7O15 overall (ωB97M-V with the def2-TZVPD basis set, the OMol25 dataset).

```
185
Properties=species:S:1:pos:R:3:mulliken_charge:R:1
C -1.85959 0.04662 -1.61057 -1.30
C -0.45566 -0.18369 -1.02502 2.03
C -0.45393 -1.58512 -0.44913 -0.76
O 0.55234 -0.12665 -2.03324 -0.74
H -1.96319 1.06160 -2.00959 0.35
H -2.62157 0.01473 -0.83003 -0.10
H -2.07212 -0.60658 -2.45441 0.42
H -0.16298 0.53930 -0.26248 -0.76
H -1.12114 -1.70912 0.41188 -0.16
H 0.51263 -1.66665 0.07529 0.06
H -0.61549 -2.46823 -1.06149 0.64
H 1.06683 -0.94585 -2.10663 0.22
C 0.58134 3.09394 -3.85997 -0.67
C -0.15060 2.41618 -4.98660 0.67
C 0.63150 2.11732 -6.25096 -1.52
O -0.83800 1.26503 -4.49012 -0.53
H 1.31392 3.81672 -4.25439 0.48
H 1.28648 2.45695 -3.31068 0.01
H 0.01925 3.68198 -3.13595 0.00
H -0.94340 3.10490 -5.31896 0.24
H 0.92909 3.04980 -6.73116 0.40
H 0.12608 1.49100 -6.98796 0.37
H 1.48639 1.46751 -6.01811 0.22
H -0.27979 0.92613 -3.77977 0.24
C -2.05806 6.22557 0.14499 -0.90
O -1.64096 5.16147 -0.65441 -0.33
C -2.68017 4.38104 -1.22411 -0.92
C -3.15800 3.26730 -0.30611 0.11
N -4.21654 3.71439 0.60328 -0.09
C -4.54242 2.81694 1.70188 -0.04
C -5.06281 1.42573 1.31491 1.12
O -6.40128 1.53059 0.83685 -0.40
C -7.35923 1.24480 1.84733 -0.70
H -2.74537 5.83400 0.90532 0.31
H -2.53737 7.06704 -0.37249 0.32
H -1.21177 6.65410 0.68438 0.33
H -2.33336 3.96315 -2.16851 0.33
H -3.50867 5.05693 -1.46350 0.42
H -2.36470 2.85015 0.31893 0.16
H -3.52043 2.42591 -0.91126 0.16
H -5.00175 4.13022 0.12883 0.36
H -5.27539 3.34243 2.31691 0.26
H -3.66810 2.71628 2.35148 -0.45
H -5.02340 0.76930 2.19307 -0.09
H -4.39743 0.88693 0.63645 -0.87
H -7.57667 2.14407 2.42427 0.27
H -7.06964 0.39863 2.47505 0.24
H -8.25562 0.90542 1.32677 0.32
C 7.49953 7.91069 -4.85022 -0.72
O 6.64778 6.81328 -4.62345 -0.30
C 7.29516 5.81524 -3.84037 -0.49
C 6.25044 4.88546 -3.25526 -0.54
N 6.94074 4.02620 -2.26718 -0.27
C 6.21612 2.81169 -1.95245 -0.69
C 4.93066 3.11198 -1.15590 -0.41
O 4.11271 1.93485 -1.26162 0.00
C 2.94353 2.05109 -0.48265 -0.66
H 7.91328 8.33530 -3.92544 0.30
H 7.00864 8.72270 -5.37790 0.26
H 8.37803 7.54408 -5.39688 0.30
H 7.87426 6.32176 -3.06430 0.34
H 7.92986 5.20770 -4.49074 0.31
H 5.86010 4.25426 -4.05613 0.25
H 5.39425 5.44541 -2.87034 0.28
H 6.98257 4.61787 -1.44275 0.32
H 6.67190 2.16409 -1.19566 0.25
H 6.02258 2.20985 -2.83636 0.21
H 4.26788 3.90716 -1.52779 0.35
H 5.10276 3.36206 -0.10208 0.35
H 3.15426 2.40745 0.53285 0.39
H 2.33102 1.15277 -0.40725 -0.16
H 2.32360 2.78940 -1.01674 0.40
C 2.25390 -6.24947 -0.34455 -0.36
O 1.37463 -5.86147 -1.37441 -0.32
C 0.06822 -5.42596 -1.01243 0.98
C -0.84362 -5.96260 -2.10226 -1.07
N -0.97248 -7.42531 -1.96279 -0.41
C -1.76901 -8.02841 -3.05449 -0.92
C -1.48689 -7.52247 -4.45639 -0.40
O -0.11226 -7.59615 -4.80956 -0.32
C 0.12768 -7.28540 -6.18055 -0.78
H 1.76765 -6.95359 0.33870 0.41
H 2.65265 -5.40675 0.22561 -0.22
H 3.07651 -6.75334 -0.85048 0.34
H 0.11453 -4.33008 -1.06045 -1.03
H -0.18357 -5.72570 0.00886 0.58
H -0.28530 -5.84170 -3.04009 0.30
H -1.82046 -5.49105 -2.22453 0.69
H -0.01866 -7.73410 -2.14695 0.32
H -2.82727 -7.83307 -2.86012 0.34
H -1.66953 -9.10739 -2.92803 0.41
H -1.90968 -6.50893 -4.49611 0.25
H -1.97653 -8.07006 -5.27250 0.52
H -0.43811 -8.00401 -6.77999 0.35
H 1.18184 -7.54602 -6.28270 0.25
H -0.02234 -6.22905 -6.39949 0.29
C -2.57998 -1.47597 5.56220 -0.49
O -1.98265 -2.40188 4.66304 -0.51
C -2.11571 -2.08373 3.29490 0.58
C -3.51052 -2.39873 2.74885 -0.67
N -3.63283 -2.23194 1.30692 0.38
C -5.02878 -2.44717 0.86700 -1.12
C -5.22645 -2.01082 -0.57274 0.01
O -4.59985 -2.84955 -1.50653 -0.32
C -4.72980 -2.29555 -2.81713 -0.83
H -1.82612 -1.32429 6.33664 0.28
H -3.48839 -1.90743 5.98909 0.32
H -2.81182 -0.51904 5.08494 0.05
H -1.40270 -2.69990 2.73841 -0.43
H -1.81964 -1.03419 3.18183 0.23
H -4.15124 -1.70313 3.30363 0.08
H -3.72251 -3.42783 3.07014 0.27
H -3.11376 -3.04177 0.97392 0.09
H -5.68315 -1.90860 1.55077 0.45
H -5.22071 -3.52578 0.93038 0.46
H -4.89719 -0.96989 -0.66973 -0.04
H -6.32054 -1.97019 -0.69218 0.40
H -5.54329 -2.85495 -3.29691 0.34
H -3.83058 -2.46645 -3.40286 0.24
H -5.07621 -1.26264 -2.80337 0.35
C 1.32538 -0.19550 6.16272 -0.55
O 2.28265 0.12699 5.17808 -0.49
C 1.67263 0.47508 3.94247 -0.35
C 2.41502 -0.11787 2.74795 -0.04
N 2.70843 -1.54594 2.83092 -0.33
C 1.46747 -2.31459 3.01669 0.83
C 1.72826 -3.79209 2.76971 0.12
O 2.33898 -4.44290 3.88217 -0.45
C 2.56052 -5.79540 3.58003 -0.69
H 1.82022 -0.60995 7.04456 0.32
H 0.66336 -1.00507 5.84504 0.07
H 0.79087 0.68210 6.53183 0.29
H 1.60469 1.56177 3.82340 0.59
H 0.65386 0.07182 3.94227 0.10
H 3.32689 0.46720 2.61051 0.53
H 1.72284 0.06124 1.91732 -0.59
H 3.36371 -1.68573 3.58991 0.38
H 0.76196 -2.01467 2.24052 -0.43
H 1.02591 -2.10315 3.99123 -0.06
H 2.38559 -3.93508 1.90824 -0.50
H 0.77676 -4.28569 2.53135 0.40
H 3.19060 -5.94021 2.68643 0.18
H 1.64538 -6.38312 3.53493 0.30
H 3.31633 -6.16400 4.28217 0.35
C -5.25858 1.40657 5.09304 -0.74
O -4.05056 2.09119 5.31495 -0.14
C -4.34802 3.47148 5.56575 -0.62
C -3.03031 4.21765 5.78000 -0.83
N -2.41045 4.36332 4.45630 0.01
C -1.18609 5.14871 4.50680 -1.02
C -0.44478 4.96065 3.20224 -0.12
O -0.15936 3.61487 2.97091 0.09
C 0.35175 3.33427 1.68568 -0.55
H -5.88431 1.49757 5.98950 0.46
H -5.06375 0.33878 4.96135 0.07
H -5.84605 1.69927 4.21695 0.23
H -5.00658 3.58568 6.43356 0.50
H -4.88217 3.86819 4.69967 0.24
H -2.38289 3.70718 6.49349 0.42
H -3.34891 5.22137 6.06410 0.43
H -2.21287 3.46659 4.03247 -0.01
H -0.51610 4.94748 5.35556 0.42
H -1.30957 6.23316 4.60891 0.39
H 0.47777 5.56340 3.28045 0.41
H -0.99085 5.43181 2.37781 -0.19
H -0.26424 3.81930 0.92373 0.28
H 0.50027 2.26243 1.56986 -0.25
H 1.36243 3.76129 1.58799 0.49
C 4.13276 -2.98530 -0.69725 -1.02
C 3.40483 -1.94663 -1.56192 2.66
C 4.33438 -1.10447 -2.37712 -1.16
O 5.04807 -1.92614 -3.29757 -0.44
C 5.88546 -1.22088 -4.18535 -0.76
N 2.39387 -2.56400 -2.42703 -0.56
H 4.54827 -3.82943 -1.25320 0.31
H 3.44348 -3.43450 0.02156 -0.53
H 4.95074 -2.56352 -0.10928 0.45
H 2.84796 -1.34315 -0.83615 -0.99
H 5.00310 -0.42875 -1.84343 0.49
H 3.68168 -0.50400 -3.03280 0.37
H 5.33363 -0.63831 -4.92590 0.28
H 6.39413 -2.00227 -4.75357 0.30
H 6.66503 -0.68043 -3.64588 0.28
H 2.84463 -2.77312 -3.31412 0.28
H 2.06556 -3.45158 -2.06165 -0.04
```

## Properties
SMILES string   COC[C@H](C)N.COCCNCCOC.COCCNCCOC.COCCNCCOC.COCCNCCOC.COCCNCCOC.COCCNCCOC.CC(C)O.CC(C)O
HOMO-LUMO gap   9.0 eV
Energy relative to the best compared isomer or geometry (same formula, charge and spin)   0.00 kJ/mol
LUMO energy   0.670 eV